Formula: C3H34O14
Source: the OMol25 dataset
Level of theory: wB97M-V/def2-TZVPD

Atoms and positions in Å:
O -1.4016 -2.0332 -1.0783
H -1.8709 -2.8532 -1.1608
H -0.8938 -2.2339 -0.2715
O 2.9750 -2.5663 -3.7323
H 3.2983 -1.7102 -4.1500
H 2.4461 -2.9367 -4.4312
O 1.3663 -1.1818 -1.7966
H 2.1427 -1.6235 -2.1215
H 0.5411 -1.6683 -2.0728
O -0.3690 0.1005 -4.0001
H -0.5132 -0.8836 -4.1754
H -0.5756 0.2275 -3.0759
O -2.6946 2.2814 2.1637
H -1.8976 2.0370 2.7048
H -3.4296 1.9122 2.6365
O -2.1524 -1.0226 2.4578
H -2.5731 -0.6114 1.6843
H -1.3022 -0.5565 2.4623
O -3.6959 0.1638 0.5220
H -3.4421 0.9255 -0.0609
H -4.4497 -0.2028 0.0321
O -1.6976 3.6733 -0.3014
H -1.9000 4.6303 -0.4497
H -2.1870 3.3061 0.4369
O 3.1490 1.4768 2.2451
H 3.6940 2.2225 1.9722
H 2.4375 1.4263 1.5947
O -0.0246 1.3070 3.4849
H 0.6547 0.7882 2.9534
H -0.2016 0.9346 4.3575
O -1.7244 -0.3918 5.3905
H -2.0257 -0.5420 4.4981
H -2.0741 0.4975 5.5094
C 0.1651 1.3070 -0.0852
O 0.3740 0.3341 0.9418
H -0.6743 1.8455 0.1481
H 0.9855 1.9507 -0.0888
H 0.0678 1.0719 -1.1874
H 0.5037 -0.5256 0.4555
C 2.7566 1.4768 -3.6633
O 2.6205 0.2733 -4.4496
H 2.1323 2.2380 -4.1387
H 2.3684 1.3351 -2.6070
H 3.8027 1.7288 -3.6527
H 1.7084 0.2712 -4.6256
C 0.9254 -3.1813 1.3511
O -0.4409 -2.7747 1.2027
H 1.0881 -4.2342 1.5464
H 1.4251 -2.8321 0.4894
H 1.5349 -2.5716 2.1264
H -0.9516 -2.6055 2.0090

Atoms 1-6, force components in eV/Å:
O 0.39 0.48 -0.56
H -0.63 -0.57 -0.40
H -0.02 0.28 0.37
O 1.04 1.54 -0.49
H -0.64 -1.09 0.85
H -0.37 -0.40 -0.33

Values from the calculation:
Relative energy (zero: lowest compared OMol25 entry of this formula, charge and spin) (kJ/mol): 242.4
Total energy (Ha): -1187.98969
Total charge: 0
Gap between HOMO and LUMO (eV): 10.428



Formula: C3H36NO16
Source: the OMol25 dataset
Level of theory: wB97M-V/def2-TZVPD

Atoms and positions in Å:
C -0.1532 0.5309 0.2770
C 0.9580 0.7037 -0.7420
C 1.9775 1.6195 -0.1360
O 3.2212 1.2073 -0.2668
O 1.6593 2.5494 0.5841
N -1.2867 -0.4641 -0.1472
H 0.3288 0.1936 1.1897
H -0.6421 1.4853 0.5548
H 0.5677 1.1583 -1.6557
H 1.2784 -0.3215 -0.9268
H 3.8734 1.9350 -0.1818
H -1.7886 -0.5764 0.7568
H -0.8415 -1.2937 -0.5458
H -1.9132 -0.1238 -0.8668
H -2.4703 -3.0695 -2.7130
H -0.9468 -3.0405 -2.9734
O -1.6529 -2.6846 -2.3844
H 0.2480 0.3645 -3.9095
H 0.7761 -0.9625 -3.7664
O 0.1624 -0.3762 -3.2924
H 0.6732 1.6236 3.1915
H -0.1211 1.7688 4.5302
O -0.1561 1.4108 3.6353
H -2.9463 1.0380 -3.3735
H -2.9906 1.8490 -2.0579
O -2.7029 1.0193 -2.4445
H -1.7680 -1.1742 -3.3446
H -3.2710 -1.1778 -3.2416
O -2.5867 -0.9866 -3.8882
H -3.0424 0.1578 2.4116
H -3.6353 -0.4274 1.1270
O -3.0491 -0.6608 1.8541
H 1.5883 -2.1845 1.0362
H 0.1446 -2.5367 1.1486
O 0.7466 -2.0625 0.5695
H 4.4168 2.5123 1.9879
H 3.2415 3.3024 1.4787
O 4.2045 3.1902 1.3369
H 1.2908 -3.6983 -2.8420
H 0.4325 -4.4777 -1.8238
O 0.4568 -4.1573 -2.7113
H -3.5937 2.0876 3.2701
H -2.0880 2.3152 2.9057
O -2.7522 1.6474 3.1039
H 0.1913 -0.8293 4.4934
H 1.4522 0.0337 4.5938
O 1.1329 -0.8676 4.6713
H 2.1739 -1.5875 3.2935
H 3.6702 -1.4501 2.6240
O 2.7393 -1.2992 2.5691
H -3.0940 3.3652 -0.2257
H -1.5353 3.4838 -0.0451
O -2.2663 2.8774 -0.1922
H 2.6809 -0.9786 -2.2427
H 3.9828 -0.9464 -3.1241
O 3.0244 -1.0150 -3.1299

Atoms 1-6, force components in eV/Å:
C -1.24 0.94 0.02
C -1.11 -0.13 0.04
C -0.11 -0.39 1.45
O 0.59 -0.25 -1.48
O -0.31 0.22 -0.55
N 2.49 1.26 0.50

Values from the calculation:
Relative energy (zero: lowest compared OMol25 entry of this formula, charge and spin) (kJ/mol): 293.6
Total energy (Ha): -1394.29476
Total charge: +1
Gap between HOMO and LUMO (eV): 9.986



Formula: C3H37O16
Source: the OMol25 dataset
Level of theory: wB97M-V/def2-TZVPD

Atoms and positions in Å:
C -8.6315 -7.2731 40.2303
C -7.5181 -8.2730 40.2892
C -7.8745 -9.6354 40.7806
O -7.0989 -8.4295 38.9680
H -9.5405 -7.7210 39.7499
H -8.3102 -6.3930 39.7085
H -8.9942 -6.9526 41.2153
H -6.6780 -7.9271 40.9087
H -8.6286 -10.0536 40.0967
H -8.3816 -9.6624 41.7096
H -6.9953 -10.2330 40.7532
O -6.3623 -5.3894 41.9465
H -5.3882 -5.5841 41.8573
H -6.7580 -6.1903 41.6827
O -11.0543 -9.7458 39.7034
H -11.0275 -9.1233 40.4445
H -10.3525 -9.4963 39.0838
O -7.0158 -11.0378 38.3782
H -7.2115 -10.8972 37.4558
H -7.0546 -10.1609 38.7422
O -5.5741 -6.0652 39.0481
H -6.2351 -6.6907 39.2457
H -5.8906 -5.2138 39.4132
O -6.5569 -7.7856 36.3220
H -5.6321 -7.6476 36.5671
H -6.8419 -7.9513 37.2248
O -4.5798 -9.0133 38.3635
H -5.4883 -8.7526 38.6519
H -4.4716 -9.7871 38.8762
O -7.6884 -13.2350 39.7590
H -8.0006 -13.9567 39.2252
H -7.5284 -12.4900 39.1880
O -9.3569 -8.8643 37.6380
H -8.6377 -8.5928 38.2095
H -8.9631 -9.3376 36.9175
O -9.8452 -4.5679 38.3250
H -10.4197 -5.2827 38.0510
H -10.2387 -3.7887 37.8722
O -11.1898 -6.9126 37.7083
H -10.4608 -7.5419 37.6931
H -11.6457 -7.1057 38.5869
O -10.6816 -5.0692 40.9417
H -10.3177 -5.0982 40.0913
H -9.9638 -4.6905 41.4368
O -8.4711 -3.4934 41.2170
H -7.9430 -3.2768 41.9439
H -7.8684 -3.8172 40.5546
O -7.4715 -5.4567 37.2989
H -6.7182 -5.4289 37.8582
H -8.1274 -4.9784 37.7350
O -4.2569 -11.3029 39.5194
H -3.4726 -11.8850 39.6379
H -5.0309 -11.8306 39.7315
O -10.6641 -12.4123 39.5667
H -10.9817 -11.5751 39.9499
H -9.7635 -12.4601 39.8435

Atoms 1-6, force components in eV/Å:
C -1.51 -0.37 1.48
C 0.28 -0.10 -1.07
C -1.50 -0.04 -0.55
O 0.21 0.00 -0.01
H 0.95 0.63 0.21
H -0.04 0.40 -0.53

Values from the calculation:
Relative energy (zero: lowest compared OMol25 entry of this formula, charge and spin) (kJ/mol): 202.4
Total energy (Ha): -1340.39821
Total charge: -1
Gap between HOMO and LUMO (eV): 8.678



Formula: C3H39NO15S2
Source: the OMol25 dataset
Level of theory: wB97M-V/def2-TZVPD

Atoms and positions in Å:
S -2.4194 2.1290 -3.2821
S -1.2790 0.4848 -3.4832
C 0.1540 0.5829 -2.3745
C -0.2028 0.6393 -0.8975
N 0.6894 -0.2935 -0.1406
C 0.7268 0.0206 1.2930
H -1.9350 3.0266 -4.1854
H 0.7745 -0.4004 -2.5803
H 0.8378 1.4702 -2.6336
H -1.2749 0.3261 -0.6864
H -0.0179 1.6429 -0.5045
H 0.3836 -1.2372 -0.2729
H 1.1622 1.0485 1.4323
H 1.4181 -0.6628 1.8031
H -0.2304 0.0359 1.8049
H -1.0114 3.5461 0.3735
H -0.7735 4.2711 -0.9895
O -0.3355 3.9694 -0.2305
H -2.6199 1.9241 0.9578
H -1.8660 2.6365 2.1226
O -2.2516 2.7496 1.2067
H 3.4660 2.2921 -2.5197
H 4.5170 3.2829 -1.8384
O 3.7449 2.6605 -1.6837
H -2.8609 -3.1235 0.1915
H -1.7674 -3.2977 1.1356
O -2.1914 -3.7364 0.3666
H -0.7019 -3.1687 3.1145
H 0.0400 -2.5402 1.9015
O -0.8491 -2.5991 2.3945
H 2.5417 -1.9705 -1.7428
H 1.2035 -2.3947 -2.1587
O 2.0476 -2.2064 -2.5110
H -2.1978 -1.7989 -1.3200
H -3.5827 -1.4089 -1.8663
O -3.0885 -1.5628 -1.0231
H 2.0751 -2.4797 0.6952
H 1.8597 -3.8502 1.1211
O 1.4351 -3.0715 1.0826
H -1.6353 -1.2333 2.8666
H -2.7546 -0.2211 2.3617
O -2.1896 -0.4144 3.1484
H -1.4851 1.1080 3.5124
H -0.2435 1.8688 3.1930
O -1.0728 2.0031 3.5085
H 1.1783 3.3629 0.1622
H 2.5809 3.1409 -0.3875
O 2.0780 3.0045 0.4443
H 4.3117 -1.8848 -0.0665
H 3.2555 -0.7216 -0.0128
O 3.3295 -1.6698 -0.1859
H 3.8962 1.4055 -0.4867
H 2.9448 1.3189 0.6182
O 3.6962 0.8708 0.3316
H -4.3346 0.4874 0.8307
H -3.1862 -0.3423 0.0848
O -3.3549 0.3193 0.8384
H -0.7872 -3.3147 -2.3853
H -1.0808 -3.2738 -0.8278
O -0.7665 -2.7500 -1.6206

Atoms 1-6, force components in eV/Å:
S -0.35 0.86 0.39
S 0.67 -0.66 -0.59
C 1.62 -0.29 -0.45
C -0.19 -1.25 1.19
N -0.05 1.39 0.27
C 0.97 0.98 -0.12

Values from the calculation:
Relative energy (zero: lowest compared OMol25 entry of this formula, charge and spin) (kJ/mol): 0.0
Total energy (Ha): -2117.45134
Total charge: 0
Gap between HOMO and LUMO (eV): 8.764